The following is a quantum chemistry calculation of a structure of composition C48H72BBrN9OS3W, from the Open Molecules 2025 dataset.

* E_HOMO (alpha / beta): -15.0823 / -15.0826 eV
* Kohn-Sham gap (alpha / beta): 0.20427 / 0.20439 hartree
* F_max: 1.387 eV/Å
* molar mass: 1161.92 g/mol

Geometry as ORCA input:
```
! RIJCOSX wB97M-V def2-TZVPD def2/J DEFGRID3
* xyz 3 1
W 0.3914 -1.0767 0.0344
Br 1.8532 1.7792 0.6805
S -1.6559 1.1682 0.0828
S -1.6228 -2.4060 0.2586
S 1.5909 -2.4721 -1.6038
O 0.1670 -0.3887 1.7245
N 2.9300 -4.1785 1.8275
N -2.2316 -0.9699 -1.8694
N -0.8592 -1.2968 -4.3759
N -2.9383 -0.1926 -2.7062
N -0.1978 -1.5924 -3.2656
N 1.1885 0.5622 -2.5006
N 0.0278 0.3860 -1.7020
N 1.8166 -2.3055 0.9586
N 0.8319 -4.4186 0.9219
C 4.2821 -2.2993 1.0816
C -4.7369 -2.7884 0.2302
C -0.7407 1.4672 -1.2225
C 1.5521 -6.1148 2.4821
C 0.1957 0.6025 2.6790
C -0.3735 0.5016 3.9445
C -2.6160 -1.6866 -6.5743
C -4.1309 -1.8923 -0.8091
C -0.3597 -1.7369 -5.5139
C 3.4616 3.0313 -3.0518
C -0.5977 -2.0781 -8.0018
C 0.3271 2.8428 4.3597
C 4.1772 -3.4400 2.0594
C 1.2799 5.1377 4.8373
C 0.9523 2.8778 3.1149
C 3.0187 -1.4787 1.2050
C 2.6299 1.9731 -3.7978
C -0.2880 1.6545 4.7314
C 0.4287 2.8298 -2.7709
C 0.9359 -2.2634 -3.2000
C -0.6079 2.7285 -1.9307
C -4.8615 -1.1446 -1.6853
C 0.6332 3.6398 6.7247
C -1.1320 -1.3492 -6.7689
C -2.7345 -1.7331 -0.9187
C -4.2445 -0.2594 -2.6089
C -5.9304 -0.2585 -4.4185
C -0.9721 -0.7549 4.6003
C 2.8079 -3.5348 -4.3383
C 0.8370 -2.4895 -5.5296
C 3.4459 0.6929 -3.9471
C -4.2053 1.5613 -4.3336
C -2.2871 -0.4064 5.3135
C -1.1293 4.6397 5.2476
C 1.5210 -2.7659 -4.3749
C -1.2661 -1.8901 3.6219
C 1.8699 -3.6388 1.2266
C -5.0869 0.6373 -3.4972
C 0.7559 -5.8514 1.2232
C 2.9515 -5.5869 2.2709
C -0.9652 0.1684 -6.9542
C 0.2925 4.0595 5.2872
C 0.8778 1.7635 2.3125
C 1.3735 1.7321 -2.9850
C 0.0509 -1.2600 5.6307
C 2.2327 2.4944 -5.1885
C -1.5663 3.8539 -1.6615
C -6.0066 1.4831 -2.6002
B -0.7109 -0.9403 -1.9665
H 0.0857 0.4351 -7.0937
H -5.3020 -0.9110 -5.0280
H -6.5703 2.1804 -3.2203
H 2.9572 -1.0032 2.1871
H -4.8446 2.2097 -4.9322
H -1.3553 0.7153 -6.0927
H -5.8222 -2.7689 0.1705
H -3.5743 2.1918 -3.7015
H 0.4230 -1.7792 -8.2515
H 4.9948 -4.1489 1.9350
H -1.5094 0.4899 -7.8429
H 5.1498 -1.6819 1.3091
H -1.9771 -1.5790 2.8552
H 1.5929 -7.1814 2.6952
H -1.0237 4.7729 -1.4427
H -6.7342 0.8777 -2.0569
H 1.6658 3.4251 -5.1476
H 2.8755 -0.0857 -4.4602
H -6.5182 0.3670 -5.0911
H -0.3592 -2.2657 3.1405
H 3.1357 2.6952 -5.7658
H 0.9858 -1.5499 5.1435
H 4.2022 -3.0802 3.0907
H -2.1796 4.0328 -2.5462
H -4.4393 -2.4712 1.2318
H -1.8670 3.9051 5.5778
H 1.6413 1.7553 -5.7343
H 1.5095 3.7436 2.7890
H 3.7150 2.7004 -2.0415
H 2.3042 4.7596 4.7809
H -1.2216 -1.8280 -8.8598
H 4.3937 3.2020 -3.5909
H -0.7254 1.6080 5.7193
H -4.4050 -3.8200 0.0995
H -1.1960 5.5041 5.9104
H -6.6312 -0.8811 -3.8581
H 0.5992 3.7641 -3.2911
H -2.7489 -1.3202 5.6905
H -2.9986 -1.2687 -5.6424
H 1.2733 5.9550 5.5581
H 3.6340 -2.8808 -4.0490
H 3.4861 -6.1792 1.5244
H 0.2830 -0.4979 6.3752
H 1.5718 3.0830 6.7706
H -3.5537 1.0022 -5.0081
H -1.3947 4.9655 4.2392
H -0.3489 -2.1310 6.1544
H 1.2201 -2.8530 -6.4734
H 4.3927 -2.6809 0.0636
H -2.9922 0.0759 4.6326
H 2.7594 -4.3443 -3.6088
H -0.1528 3.0306 7.1745
H -0.6314 -3.1641 -7.8853
H 4.3354 0.9075 -4.5391
H 0.0582 -3.9918 0.4407
H -2.2254 3.6365 -0.8249
H 1.0089 5.5634 3.8679
H -2.7779 -2.7669 -6.5637
H 2.9450 3.9906 -2.9804
H -0.2946 -6.1062 1.3448
H 3.0415 -0.6813 0.4588
H 3.7652 0.3002 -2.9797
H -5.4319 2.0659 -1.8762
H -2.1420 0.2493 6.1710
H -3.1924 -1.2706 -7.4013
H 1.0822 -5.6178 3.3331
H -1.7177 -2.7170 4.1735
H -5.9425 -1.2014 -1.6542
H 0.7418 4.5283 7.3476
H 3.5296 -5.6157 3.1932
H 3.0329 -3.9601 -5.3135
H 1.1515 -6.4329 0.3878
*
```